1.
Below is a molecular structure, C28H32N5PdSb at a distorted geometry, with properties calculated with wB97M-V/def2-TZVPD.

```
67
Properties=species:S:1:pos:R:3:forces:R:3:mulliken_charge:R:1
Pd -0.4877 1.5009 0.1791 0.129 1.299 0.656 0.347
C 3.8403 1.3143 -0.1063 -0.001 -0.032 -0.016 -1.253
C 2.4860 1.2749 -0.4365 -0.001 -0.064 0.033 -0.297
N 1.5270 1.3385 0.4786 0.023 0.169 0.005 0.130
C 1.8782 1.4089 1.7930 0.008 -0.088 -0.025 -0.079
C 3.2129 1.4740 2.2099 -0.005 -0.006 0.014 0.799
C 4.2049 1.4349 1.2144 0.022 -0.005 0.006 -0.561
C 3.5033 1.5813 3.6122 0.002 -0.002 -0.012 -0.958
C 2.5069 1.6021 4.5229 -0.001 -0.021 0.013 -0.911
C 1.1318 1.5071 4.1172 0.009 0.046 0.008 0.954
C 0.0543 1.5259 5.0252 -0.008 -0.013 0.000 -0.557
C -1.2287 1.4451 4.5478 -0.009 0.014 -0.003 -1.053
C -1.4431 1.3362 3.1692 0.021 0.048 -0.009 -0.021
N -0.4486 1.3106 2.2968 -0.026 -0.622 -0.066 0.237
C 0.8272 1.4036 2.7589 -0.002 0.084 0.025 0.229
H 4.5818 1.2793 -0.8921 -0.004 0.002 -0.003 0.511
H 2.1667 1.2199 -1.4704 0.015 -0.004 -0.006 0.840
H 5.2499 1.4968 1.4935 -0.003 0.014 0.005 0.514
H 4.5373 1.6502 3.9241 0.001 0.006 -0.007 0.474
H 2.7293 1.6884 5.5787 -0.006 0.012 0.000 0.468
H 0.2452 1.6085 6.0881 0.003 0.008 -0.002 0.492
H -2.0795 1.4637 5.2140 0.001 0.009 0.001 0.457
H -2.4483 1.2757 2.7752 -0.007 -0.015 0.009 0.470
N -2.8044 3.5817 -0.8741 0.055 0.037 0.062 -0.031
C -3.2845 2.4025 -0.3900 -0.081 -0.144 -0.120 0.789
C -4.6827 2.2188 -0.3884 -0.006 0.054 0.005 -0.710
C -5.2165 1.0411 0.0470 -0.009 -0.027 0.015 -0.534
C -4.3578 0.0203 0.4905 0.002 0.030 0.003 -0.753
C -3.0193 0.2638 0.4799 -0.001 0.028 0.049 -0.644
N -2.4743 1.4406 0.0558 -0.085 -0.092 -0.090 0.207
C -1.5391 4.0136 -1.2481 0.031 0.080 0.027 0.675
C -1.4903 5.2754 -1.8533 0.021 -0.018 0.008 -0.745
C -0.2855 5.7915 -2.2529 -0.009 0.045 -0.009 -0.495
C 0.8678 5.0392 -2.0326 0.005 0.015 -0.011 -1.061
C 0.7420 3.8195 -1.4314 -0.020 -0.039 -0.014 -0.380
N -0.4403 3.2838 -1.0329 -0.106 -0.330 -0.403 0.198
H -3.5270 4.2502 -1.0938 -0.026 0.013 -0.022 0.169
H -5.3169 3.0180 -0.7492 -0.008 -0.002 0.011 0.462
H -6.2889 0.8973 0.0449 -0.001 0.001 0.005 0.464
H -4.7418 -0.9238 0.8472 0.001 -0.001 0.003 0.494
H -2.3049 -0.4641 0.8435 -0.007 -0.014 -0.008 0.631
H -2.4070 5.8307 -2.0026 -0.003 -0.001 -0.004 0.421
H -0.2361 6.7635 -2.7252 0.001 0.001 0.000 0.470
H 1.8439 5.4001 -2.3215 0.005 0.006 0.012 0.483
H 1.6205 3.2327 -1.2391 0.013 -0.002 0.013 0.631
C -1.9891 -5.8379 -1.5059 0.016 0.074 -0.045 -1.137
C -0.5157 -6.1286 -1.3060 -0.091 -0.007 0.288 -0.548
Sb 0.7786 -4.4498 -0.9329 0.110 -0.235 -0.562 1.081
C 0.5278 -2.8805 -2.3827 0.178 0.225 0.044 -0.642
C -0.3051 -1.5992 -2.3865 -0.478 0.354 -0.356 -0.921
C 2.8228 -4.9692 -0.6544 0.031 0.075 0.386 -0.498
C 3.0322 -5.6264 -2.0339 -0.132 0.040 0.022 -1.172
H -2.4468 -6.7716 -1.8431 -0.005 0.003 0.001 0.367
H -2.1802 -5.0886 -2.2737 0.006 -0.010 -0.012 0.377
H -2.4786 -5.5517 -0.5776 -0.005 -0.020 0.005 0.355
H 0.0030 -6.4491 -2.2272 -0.045 -0.011 -0.008 0.442
H -0.3007 -6.8508 -0.5169 0.037 -0.008 -0.019 0.457
H 0.0948 -3.5509 -3.1415 0.069 0.053 -0.073 0.452
H 1.5765 -2.6903 -2.6297 0.006 0.018 0.067 0.442
H -1.3708 -1.8174 -2.3411 0.011 -0.041 0.067 0.426
H -0.1203 -1.2032 -3.3916 -0.132 -0.047 -0.038 0.404
H -0.1075 -0.7315 -1.7343 0.454 -0.872 0.265 0.051
H 2.9221 -5.6506 0.1889 -0.059 -0.078 -0.057 0.459
H 3.4115 -4.0721 -0.4757 -0.025 0.037 -0.105 0.421
H 2.4489 -6.5363 -2.1833 0.064 -0.046 0.040 0.436
H 4.0885 -5.9299 -2.0333 -0.002 0.003 -0.069 0.354
H 2.9040 -4.9517 -2.8848 0.061 0.016 -0.001 0.423
```
Forces are in eV/Å.

Output
* total energy: -1726.59188 hartree
* net charge: +4
* HOMO-LUMO gap: 2.6803 eV
* strongest force on any atom: 0.0284 hartree/bohr
* LUMO level: -15.270 eV
* HOMO level: -18.0 eV


2.
Below is 4 unconnected molecules or ions with the total composition C28H32NO9S, with properties calculated with wB97M-V/def2-TZVPD.

```
71
Properties=species:S:1:pos:R:3:forces:R:3:mulliken_charge:R:1
C -0.4712 -0.0498 -1.2900 -0.052 0.141 0.035 -1.991
C 0.2246 -1.0284 -2.2344 0.105 -0.118 0.137 1.838
C -0.6742 -1.2488 -3.4436 0.019 -0.038 0.008 -1.953
C 1.5941 -0.4973 -2.6864 -0.093 0.040 -0.057 -2.177
C 2.5894 -0.4305 -1.5332 -0.068 -0.011 0.046 1.251
C 3.9163 0.1811 -1.9820 0.035 -0.005 -0.009 -1.157
S 4.7411 0.9930 -0.6364 -0.068 0.011 -0.063 0.971
O 6.1484 1.0915 -0.8964 -0.081 0.042 0.016 -0.634
O 3.9656 2.1565 -0.2826 0.110 -0.064 0.043 -0.555
C 2.7832 -1.8382 -0.9753 0.006 -0.188 0.104 -1.569
C 1.4789 -2.4722 -0.4584 -0.091 0.141 -0.147 1.820
C 1.0028 -1.7966 0.8423 0.016 -0.037 0.072 -1.691
C 1.7037 -3.9555 -0.1865 -0.064 -0.009 -0.042 -1.926
N 0.4661 -2.3500 -1.5670 0.064 -0.051 -0.070 1.137
O 0.3218 -3.3780 -2.3099 -0.034 0.005 0.054 -0.767
H -1.5178 -0.3233 -1.1592 0.010 -0.056 0.062 0.493
H -0.4436 0.9468 -1.7378 -0.018 -0.014 -0.022 0.333
H -0.0162 0.0193 -0.3055 -0.010 0.063 -0.131 0.425
H -1.5906 -1.7606 -3.1486 -0.004 0.040 0.008 0.366
H -0.9374 -0.2759 -3.8629 0.013 -0.009 0.005 0.421
H -0.1878 -1.8520 -4.2067 0.013 0.023 0.001 0.417
H 1.9797 -1.1631 -3.4660 0.032 0.013 0.005 0.297
H 1.4511 0.4901 -3.1354 0.032 -0.009 0.019 0.504
H 2.1633 0.2195 -0.7600 0.048 0.013 -0.041 0.176
H 4.6100 -0.5536 -2.3935 -0.029 -0.014 -0.005 0.343
H 3.7675 0.9782 -2.7149 0.045 0.011 0.024 0.476
H 4.5610 0.0890 0.3631 0.039 0.031 0.003 0.111
H 3.5148 -1.8686 -0.1599 -0.008 0.064 -0.023 0.309
H 3.1754 -2.4764 -1.7757 0.016 0.028 0.009 0.417
H 1.3192 -2.4040 1.6904 0.073 0.033 0.007 0.507
H 1.4241 -0.7987 0.9831 -0.043 -0.032 -0.027 0.321
H -0.0807 -1.7346 0.8886 0.019 -0.065 -0.017 0.210
H 2.4260 -4.0530 0.6253 0.009 0.017 -0.015 0.494
H 0.7704 -4.4288 0.1200 0.010 0.029 0.031 0.395
H 2.0751 -4.4781 -1.0647 0.008 0.022 0.010 0.404
C -5.3061 -3.5432 -0.6336 0.014 0.003 -0.045 -0.461
C -4.3148 -3.0719 0.1155 0.036 -0.024 0.009 -0.107
C -2.8986 -3.3990 -0.1864 -0.058 0.095 -0.065 0.362
O -2.0012 -2.9608 0.5037 0.016 -0.056 0.076 -0.571
C -2.6173 -4.2587 -1.3619 -0.015 0.008 -0.019 -0.132
C -3.6118 -4.7311 -2.1097 -0.013 0.039 -0.015 -0.470
C -5.0313 -4.4147 -1.8053 0.013 -0.077 0.062 0.329
O -5.9336 -4.8587 -2.4820 -0.001 0.026 -0.017 -0.566
H -6.3480 -3.3195 -0.4434 0.000 -0.004 0.004 0.425
H -4.4688 -2.4243 0.9676 -0.034 -0.001 -0.015 0.281
H -1.5722 -4.4432 -1.5804 -0.007 -0.016 0.007 0.399
H -3.4444 -5.3565 -2.9775 0.002 0.001 -0.001 0.440
C 1.2280 6.0239 3.0265 0.005 -0.004 0.007 -0.346
C 2.3617 6.5057 3.5267 0.002 -0.009 -0.003 -0.409
C 3.6806 5.9821 3.0835 -0.015 0.007 -0.014 0.213
O 4.7134 6.4220 3.5393 -0.006 -0.006 0.001 -0.539
C 3.6802 4.9020 2.0650 0.041 -0.014 0.000 -0.285
C 2.5469 4.4171 1.5649 -0.057 -0.002 -0.004 -0.351
C 1.2333 4.9481 2.0021 -0.034 0.056 0.043 0.350
O 0.1886 4.5288 1.5435 0.072 -0.043 -0.044 -0.500
H 0.2524 6.3812 3.3314 -0.001 -0.001 -0.001 0.430
H 2.3895 7.2900 4.2724 -0.001 -0.001 -0.001 0.408
H 4.6507 4.5343 1.7558 -0.004 -0.003 -0.002 0.476
H 2.5417 3.6269 0.8260 -0.026 0.007 -0.012 0.584
C -2.6314 3.0001 1.9815 -0.004 0.006 0.002 -0.364
C -2.7954 2.1865 0.9419 0.000 -0.011 -0.006 -0.234
C -3.5201 0.8985 1.0688 0.137 0.042 -0.052 0.581
O -3.6386 0.1528 0.1178 -0.114 -0.052 0.058 -0.517
C -4.0706 0.5503 2.4020 -0.025 0.007 0.014 -0.365
C -3.9116 1.3617 3.4433 0.004 0.000 0.005 -0.492
C -3.1795 2.6507 3.3155 -0.025 -0.024 0.002 0.277
O -3.0403 3.3830 4.2709 0.009 0.005 -0.006 -0.562
H -2.0858 3.9318 1.9111 0.017 -0.006 0.011 0.494
H -2.4018 2.4127 -0.0412 0.004 0.000 0.002 0.410
H -4.5995 -0.3915 2.4759 0.008 0.001 -0.014 0.375
H -4.2982 1.1337 4.4285 0.002 0.003 0.001 0.425
```
Forces are in eV/Å.

Output
* total energy: -2216.07331 hartree
* HOMO-LUMO gap (alpha / beta): 6.6566 / 8.1484 eV
* strongest force on any atom: 0.0043 hartree/bohr
* LUMO level (alpha / beta): -1.551 / -1.551 eV
* 2S+1: 2
* HOMO level (alpha / beta): -8.2 / -9.7 eV